{"formula": "C42H55BBrN12O3Rb", "method": "ωB97M-V/def2-TZVPD", "species": ["H", "C", "H", "H", "C", "C", "H", "H", "H", "C", "C", "N", "C", "H", "C", "H", "C", "H", "C", "H", "H", "C", "H", "H", "H", "H", "C", "H", "C", "N", "C", "C", "H", "C", "C", "N", "C", "C", "H", "H", "H", "C", "C", "H", "H", "C", "H", "H", "H", "H", "C", "H", "C", "H", "O", "C", "C", "C", "C", "N", "N", "H", "C", "H", "B", "H", "Rb", "H", "C", "H", "N", "C", "H", "C", "H", "H", "N", "H", "C", "C", "C", "H", "H", "C", "H", "H", "H", "N", "C", "H", "H", "C", "H", "H", "H", "N", "C", "N", "H", "Br", "H", "H", "H", "C", "H", "N", "C", "O", "H", "C", "N", "H", "C", "O", "H"], "coordinates": [[-3.3465, -5.6971, -0.0692], [-2.0687, -4.3097, -1.0957], [-3.2830, 2.2060, -3.2299], [-1.8967, 0.7893, -0.9118], [4.5654, -1.1693, 0.6757], [-0.4923, -3.3915, -3.2551], [-6.4396, 1.2898, 1.1582], [1.9619, 6.0224, 2.1887], [4.9465, 4.5088, -0.1265], [2.1825, 5.3928, 3.0525], [-1.4056, -4.3806, -3.4585], [-3.6286, -6.3163, -3.6361], [0.4553, 3.7512, 4.0280], [0.3346, 0.5815, 5.5190], [-4.0523, -5.5146, -7.2066], [1.7336, -3.5492, 4.9449], [0.3628, 3.9613, -2.3257], [0.0916, 4.5475, -3.1910], [5.2704, 3.9092, 0.7255], [2.7176, -1.5335, -0.4055], [-1.8152, 0.6690, 2.4894], [6.0428, -1.5132, 0.4972], [0.1985, 4.2903, 4.9276], [2.7575, 4.3451, 0.8342], [-0.5363, -0.2099, 3.3273], [6.1671, -2.5994, 0.5108], [-3.7733, -5.5311, -4.7881], [-0.4844, 2.5058, -4.6090], [-4.6031, -3.5501, -5.9323], [3.1829, 0.8937, 0.7323], [-1.2597, -3.1767, -0.9069], [2.1414, 5.5256, -1.3165], [-0.2044, 2.1109, 6.2216], [1.3543, 4.1463, 3.0661], [-1.9427, -2.9273, 1.2640], [0.5172, 2.1819, 2.4165], [-2.3503, 2.4911, 4.4706], [-4.2289, -4.1962, -4.7692], [3.2071, 5.2921, -1.3400], [1.9711, 5.9627, 3.9581], [6.6481, -1.0926, 1.3058], [-0.3423, -2.7219, -1.9825], [1.2970, 4.2916, -1.3741], [3.8308, -2.8908, -0.4317], [-1.2924, 0.7076, 6.2175], [-0.7278, 1.5940, -4.0563], [-3.3483, -7.1916, -6.0643], [4.9870, 4.4519, 1.6289], [3.0147, -1.5575, 2.1669], [-2.7244, 2.8361, 3.5045], [-1.2164, 1.9144, -2.6374], [1.9560, 6.1072, -0.4113], [-4.4909, 2.0024, 0.8338], [-4.2906, -3.6745, -3.8228], [0.9509, -3.5043, 1.9566], [-3.6960, -6.1657, -6.0333], [4.0753, -1.7468, 2.0120], [-2.7554, -4.7970, 0.0336], [-1.5196, 0.6046, -1.9187], [0.4453, 2.3080, -0.8021], [1.3326, 3.2847, -0.4672], [-4.9619, -2.5297, -5.8965], [-0.5274, 1.2417, 5.6436], [6.4275, -1.1339, -0.4544], [2.2186, 3.2737, 0.8041], [-2.1592, 3.3669, 5.0972], [0.7582, -0.6242, 0.6564], [-1.9254, -2.3233, 2.1674], [-0.0438, 2.5118, 3.5676], [-2.1700, -0.1779, 4.0127], [1.2692, -1.7884, 4.0113], [-5.9421, 2.1440, 0.7032], [-6.2724, 3.0550, 1.1980], [-0.1448, 2.7064, -1.9185], [3.2504, 5.1702, 3.0288], [-6.2129, 2.1912, -0.3501], [-1.2674, -2.4662, 0.2399], [-2.2634, 0.0319, -2.4825], [-1.0761, 1.6596, 4.2723], [-2.4919, 2.7639, -2.7166], [3.7650, -1.8009, -0.4720], [-2.3191, 3.6970, -3.2609], [-3.9777, -6.0232, -8.1590], [-1.4198, 0.4076, 3.4703], [6.4528, 1.2144, 0.6060], [4.6269, -1.3021, 2.8460], [-3.1410, -4.5053, 2.1181], [1.8173, -3.0945, 4.0456], [4.6932, 2.5275, 0.7003], [0.3347, -1.7687, 4.4101], [-3.1270, 1.8861, 4.9515], [5.3818, 1.3342, 0.6523], [0.1672, 0.9692, -4.0113], [1.9091, 6.1491, -2.1805], [-0.6138, 0.0084, -1.8478], [-3.3511, 1.8979, 0.9254], [1.3498, -4.0204, 3.0197], [-3.1291, -5.8914, -2.5362], [4.1401, -1.4543, -1.4383], [-5.0167, -3.3179, -8.7574], [-2.8361, 3.0133, -1.7097], [6.3578, 3.8332, 0.6981], [0.1855, -3.0852, -4.0424], [4.3857, 0.3364, 0.6739], [-1.4563, -4.8564, -4.4285], [1.3783, 3.1886, 2.1071], [-2.6598, -4.1292, 1.2246], [1.4510, -5.2159, 3.3669], [1.8634, -1.1705, 4.5487], [-4.5100, -4.2131, -7.1493], [3.3728, 2.2359, 0.7491], [-1.4987, 1.0477, -4.6094], [-2.2340, -4.8793, -2.4217], [0.4985, -1.8286, -1.8052], [4.2102, -2.8308, 2.0393]], "atomic_forces_ev_per_a": [[0.0, 0.0, 0.0], [-0.1, 0.0, -0.1], [0.0, 0.0, 0.0], [0.0, 0.0, 0.0], [-0.1, 0.0, 0.0], [0.0, 0.0, 0.1], [0.0, 0.0, 0.0], [0.0, 0.0, 0.0], [0.0, 0.0, 0.0], [0.0, 0.0, 0.0], [0.0, -0.1, 0.1], [-0.1, 0.2, 0.2], [-0.1, 0.0, 0.0], [0.0, 0.0, 0.0], [0.0, -0.1, 0.0], [0.0, 0.0, 0.0], [-0.1, 0.0, 0.0], [0.0, 0.0, 0.0], [-0.1, -0.1, 0.0], [0.2, -0.2, -0.3], [0.0, 0.0, 0.0], [0.1, 0.0, 0.0], [0.0, 0.0, 0.0], [0.0, -0.1, 0.0], [0.1, 0.0, 0.0], [0.0, 0.0, 0.0], [0.1, 0.1, -0.1], [0.0, 0.0, 0.0], [0.0, 0.0, 0.0], [0.3, 0.2, 0.0], [-0.1, 0.0, 0.1], [0.0, 0.0, 0.0], [0.0, 0.0, 0.0], [0.0, -0.1, 0.0], [0.0, 0.1, 0.0], [0.1, 0.1, 0.0], [0.0, 0.0, 0.0], [0.0, -0.1, 0.1], [0.0, 0.0, 0.0], [0.0, 0.0, 0.0], [0.0, 0.0, 0.0], [-0.1, 0.1, -0.2], [0.0, -0.1, 0.0], [0.0, 0.0, 0.0], [0.0, 0.0, 0.0], [0.0, 0.0, 0.0], [0.0, 0.0, 0.0], [0.0, 0.0, 0.0], [0.0, 0.0, 0.1], [0.0, 0.0, 0.0], [0.0, 0.0, 0.0], [0.0, 0.0, 0.0], [0.0, 0.0, 0.0], [0.0, 0.0, 0.0], [0.1, -0.1, 0.1], [0.0, 0.0, -0.1], [0.0, 0.1, -0.1], [0.0, 0.0, -0.1], [0.1, 0.2, 0.1], [0.1, 0.1, -0.1], [0.0, 0.0, 0.0], [0.0, 0.0, 0.0], [0.0, 0.0, 0.0], [0.0, 0.0, 0.0], [0.0, -0.1, 0.0], [0.0, 0.0, 0.0], [-0.2, 0.5, 0.7], [0.1, -0.1, 0.0], [0.0, 0.0, 0.1], [0.0, 0.0, 0.0], [0.0, 0.0, 0.0], [0.2, -0.1, 0.0], [0.0, 0.0, 0.0], [0.0, 0.1, 0.0], [0.0, 0.0, 0.0], [0.0, 0.0, 0.0], [-0.2, -0.3, -0.2], [0.0, 0.0, 0.0], [0.0, 0.0, 0.0], [0.0, 0.0, 0.0], [0.2, 0.1, 0.1], [0.0, 0.0, 0.0], [0.0, 0.0, 0.0], [0.0, 0.1, -0.1], [0.0, 0.0, 0.0], [0.0, 0.0, 0.0], [0.0, 0.0, 0.0], [0.0, 0.0, 0.0], [0.0, 0.0, 0.1], [0.0, 0.0, 0.1], [0.0, 0.0, 0.0], [0.0, -0.1, 0.0], [0.0, 0.0, 0.0], [0.0, 0.0, 0.0], [-0.1, -0.1, 0.0], [-0.2, 0.1, 0.0], [0.1, 0.1, -0.1], [0.2, -0.1, -0.2], [0.0, 0.0, 0.0], [0.0, 0.0, 0.0], [0.0, 0.0, 0.0], [0.0, 0.0, 0.0], [0.0, 0.0, 0.0], [0.0, 0.0, 0.0], [0.0, 0.0, 0.0], [0.0, 0.0, 0.0], [0.0, 0.0, -0.1], [0.0, 0.1, -0.1], [0.0, 0.0, 0.0], [0.0, 0.0, 0.0], [-0.1, 0.1, 0.0], [0.0, 0.0, 0.0], [-0.1, 0.0, 0.0], [-0.1, -0.3, -0.1], [0.0, 0.0, 0.0]], "lowdin_charge": [0.1004, -0.0890, 0.0770, 0.0569, -0.5432, -0.0054, 0.0788, 0.0686, 0.0609, -0.0374, -0.0362, 0.0104, -0.0022, 0.0728, -0.1568, 0.0910, -0.0010, 0.0972, -0.0341, -0.0193, 0.0518, -0.0742, 0.0967, 0.0911, 0.0291, 0.0814, -0.3193, 0.0713, -0.1398, 0.0675, -0.1445, -0.0372, 0.0735, -0.2835, -0.1574, 0.1436, -0.0558, -0.0356, 0.0625, 0.0701, 0.0767, -0.3688, -0.2845, 0.0964, 0.0798, -0.0458, 0.1016, 0.0633, 0.0284, 0.0679, -0.5435, 0.0682, -0.2382, 0.1155, -0.0887, -0.0526, -0.0463, -0.0144, -0.0626, 0.1409, 0.0270, 0.0945, -0.0465, 0.0804, -0.4886, 0.0720, 0.8338, 0.0992, -0.2681, 0.0882, -0.0173, -0.0646, 0.0762, -0.2623, 0.0651, 0.0792, 0.0279, 0.0933, -0.5418, -0.0557, -0.0487, 0.0708, 0.0891, -0.0757, 0.0932, 0.0886, 0.0971, -0.0640, -0.2810, 0.0587, 0.0768, 0.0070, 0.0922, 0.0704, 0.0356, 0.1904, -0.7825, 0.0337, 0.0917, 0.6469, 0.0675, 0.0710, 0.1039, -0.2627, 0.1060, 0.0306, -0.0484, -0.0845, 0.0639, -0.7157, 0.0238, 0.0800, -0.2641, -0.1192, 0.0920], "total_charge": -2, "relative_energy_kj_mol": 45.2, "total_energy_ha": -5139.380851, "homo_lumo_gap_ev": 5.48}